No. 1
# C43H78O17

A cluster of 11 separate species, C43H78O17 in total at a distorted geometry (ωB97M-V/def2-TZVPD, the OMol25 dataset).

Molecular weight: 867.08 g mol⁻¹
Relative energy (zero: lowest compared OMol25 entry of this formula, charge and spin): 21.3 kcal/mol
Kohn-Sham gap: 9.9654 eV
SMILES string: COC(=O)OC.O=C1CCCO1.O=C1CCCO1.O=C1CCCO1.O=C1CCCO1.C1CCOC1.C1CCOC1.C1CCOC1.C1CCOC1.C1CCOC1.C1CCOC1
F_max: 0.0442 Eh/bohr
HOMO level: -9.507 eV

Positions of all 138 atoms, in Å:
C 1.168 -3.988 -1.660
O 2.049 -3.798 -2.760
C 1.858 -4.546 -3.855
O 0.898 -5.225 -4.077
O 2.949 -4.450 -4.589
C 3.389 -5.560 -5.370
H 1.460 -4.929 -1.184
H 0.133 -4.169 -1.948
H 1.296 -3.218 -0.909
H 4.327 -5.289 -5.846
H 2.664 -5.830 -6.134
H 3.601 -6.365 -4.665
C 0.869 4.267 3.176
C 0.707 5.645 2.558
C 2.115 5.861 1.944
O 2.993 5.233 2.892
C 2.270 4.349 3.745
H 0.747 3.394 2.534
H 0.097 4.212 3.950
H 0.404 6.423 3.258
H -0.102 5.670 1.820
H 2.360 6.916 1.861
H 2.161 5.285 1.019
H 2.212 4.672 4.790
H 2.731 3.360 3.807
C 3.089 5.902 -3.000
C 2.930 4.478 -3.557
C 2.138 3.790 -2.449
O 1.217 4.795 -2.045
C 1.970 6.002 -1.933
H 2.967 6.721 -3.700
H 4.039 5.955 -2.463
H 3.843 4.000 -3.904
H 2.235 4.608 -4.392
H 2.785 3.532 -1.600
H 1.569 2.918 -2.767
H 2.387 6.100 -0.930
H 1.439 6.932 -2.132
C -4.021 -1.766 -0.782
C -5.450 -2.091 -0.446
C -5.691 -3.487 -1.040
O -4.654 -3.663 -2.013
C -3.901 -2.444 -2.149
H -3.308 -2.221 -0.086
H -3.690 -0.728 -0.874
H -6.076 -1.468 -1.095
H -5.760 -1.925 0.583
H -6.699 -3.588 -1.442
H -5.568 -4.276 -0.291
H -4.361 -1.884 -2.966
H -2.871 -2.726 -2.364
C 5.213 -4.127 0.667
C 3.884 -3.421 0.710
C 4.135 -2.334 1.755
O 5.535 -2.014 1.730
C 6.176 -2.964 0.811
H 5.415 -4.653 -0.267
H 5.327 -4.832 1.496
H 3.007 -3.980 1.037
H 3.684 -2.970 -0.266
H 3.914 -2.754 2.741
H 3.509 -1.462 1.576
H 7.208 -3.140 1.086
H 6.088 -2.391 -0.120
C -3.285 4.397 -1.819
C -2.181 4.902 -0.894
C -2.230 3.893 0.249
O -2.690 2.703 -0.351
C -3.105 2.882 -1.690
H -3.333 4.754 -2.846
H -4.224 4.732 -1.360
H -2.266 5.899 -0.458
H -1.240 4.869 -1.451
H -2.943 4.180 1.033
H -1.260 3.716 0.724
H -3.890 2.216 -2.043
H -2.249 2.610 -2.332
C -0.031 0.383 -0.703
C 1.441 0.401 -0.432
C 1.539 0.787 1.039
O 0.207 0.985 1.492
C -0.629 0.122 0.687
H -0.393 -0.357 -1.423
H -0.416 1.344 -1.051
H 1.939 1.168 -1.025
H 1.825 -0.617 -0.539
H 2.168 1.675 1.154
H 2.077 0.009 1.595
H -1.687 0.370 0.619
H -0.614 -0.883 1.127
O -1.028 -1.955 4.110
C -0.249 -1.105 4.448
O -0.738 0.102 4.772
C 0.300 1.055 5.014
C 1.593 0.239 5.152
C 1.251 -1.166 4.654
H 0.051 1.728 5.831
H 0.366 1.681 4.119
H 1.782 0.324 6.226
H 2.390 0.733 4.603
H 1.527 -1.890 5.418
H 1.907 -1.317 3.799
O -0.176 0.283 -7.157
C 0.599 0.045 -6.288
O 1.633 -0.818 -6.417
C 2.352 -1.019 -5.193
C 1.969 0.184 -4.294
C 0.641 0.645 -4.877
H 3.410 -0.930 -5.423
H 2.084 -2.022 -4.872
H 2.753 0.923 -4.468
H 1.960 0.022 -3.218
H 0.537 1.718 -5.017
H -0.216 0.169 -4.395
O -6.892 1.532 1.725
C -5.915 1.180 2.306
O -5.836 -0.028 2.920
C -4.514 -0.216 3.436
C -3.642 0.784 2.688
C -4.619 1.961 2.513
H -4.185 -1.227 3.189
H -4.553 -0.146 4.524
H -3.398 0.378 1.710
H -2.759 0.894 3.316
H -4.459 2.517 1.592
H -4.606 2.586 3.403
O 0.005 -3.669 1.581
C -0.764 -4.556 1.825
O -0.583 -5.775 1.287
C -1.725 -6.625 1.461
C -2.833 -5.726 2.002
C -2.051 -4.547 2.585
H -1.480 -7.357 2.239
H -1.910 -7.214 0.567
H -3.583 -6.237 2.602
H -3.454 -5.303 1.204
H -1.839 -4.662 3.649
H -2.640 -3.659 2.373

No. 2
# C43H79N5O24P6

A cluster of 11 separate species, C43H79N5O24P6 in total at a distorted geometry (ωB97M-V/def2-TZVPD, the OMol25 dataset).

Molecular weight: 1235.96 g mol⁻¹
Relative energy (zero: lowest compared OMol25 entry of this formula, charge and spin): 0.0 kcal/mol
Kohn-Sham gap: 9.3735 eV
SMILES string: COP(=O)(OC)OC.COP(=O)(OC)OC.COP(=O)(OC)OC.COP(=O)(OC)OC.COP(=O)(OC)OC.COP(=O)(OC)OC.c1ccncc1.c1ccncc1.c1ccncc1.c1ccncc1.c1ccncc1
F_max: 0.0645 Eh/bohr
HOMO level: -9.159 eV

Positions of all 157 atoms, in Å:
C 1.588 -5.894 -2.571
O 0.842 -6.614 -1.669
P 0.070 -6.046 -0.434
O -0.460 -7.066 0.492
O 1.186 -5.060 0.169
C 1.067 -4.443 1.509
O -0.955 -5.056 -1.139
C -2.004 -4.486 -0.333
H 2.369 -5.368 -2.045
H 0.967 -5.155 -3.073
H 1.963 -6.597 -3.302
H 1.406 -3.410 1.383
H 1.698 -4.915 2.276
H -0.021 -4.434 1.886
H -1.674 -4.255 0.681
H -2.824 -5.188 -0.225
H -2.410 -3.699 -0.926
C -1.004 7.913 -8.500
O -1.153 7.469 -7.114
P -0.257 8.216 -6.033
O -0.267 9.673 -6.102
O 1.145 7.479 -6.190
C 2.377 8.142 -5.837
O -0.807 7.587 -4.669
C -0.875 6.165 -4.460
H -0.737 8.948 -8.506
H -1.976 7.694 -8.970
H -0.301 7.313 -9.075
H 2.874 7.620 -4.991
H 2.175 9.133 -5.603
H 3.057 8.074 -6.629
H 0.013 5.548 -4.795
H -1.725 5.769 -5.061
H -1.128 5.887 -3.403
C 6.384 -1.966 -5.832
O 5.385 -2.892 -5.193
P 4.007 -2.279 -4.699
O 3.210 -3.245 -3.927
O 3.284 -1.817 -6.052
C 2.606 -2.840 -6.818
O 4.409 -0.902 -4.028
C 3.468 0.130 -3.666
H 7.294 -2.338 -5.402
H 6.280 -0.931 -5.556
H 6.358 -2.087 -6.865
H 1.656 -2.373 -7.068
H 2.513 -3.782 -6.263
H 3.226 -3.005 -7.730
H 3.485 1.005 -4.343
H 3.747 0.500 -2.727
H 2.442 -0.222 -3.667
C -3.150 -6.391 2.978
O -3.418 -5.405 4.024
P -3.887 -3.943 3.448
O -3.307 -3.543 2.159
O -5.458 -3.926 3.513
C -6.176 -4.429 4.761
O -3.574 -2.978 4.678
C -2.204 -2.450 4.838
H -2.397 -5.969 2.280
H -3.994 -6.705 2.354
H -2.815 -7.279 3.509
H -7.201 -4.298 4.543
H -5.801 -3.803 5.548
H -5.902 -5.479 4.918
H -1.645 -3.330 5.144
H -2.225 -1.597 5.521
H -1.841 -2.151 3.814
C 0.215 2.186 -1.979
O -0.506 1.379 -1.053
P 0.120 0.549 0.132
O 0.934 1.310 1.139
O -1.265 -0.065 0.643
C -1.054 -0.944 1.782
O 1.032 -0.525 -0.526
C 0.368 -1.455 -1.403
H 0.048 3.217 -1.684
H -0.148 1.983 -2.990
H 1.251 1.922 -1.905
H -1.168 -0.408 2.675
H -0.091 -1.417 1.752
H -1.778 -1.745 1.737
H -0.474 -1.911 -0.839
H 1.132 -2.216 -1.621
H 0.186 -0.870 -2.311
C -5.378 -0.788 1.384
O -4.585 0.405 1.374
P -4.156 1.173 2.662
O -3.266 0.493 3.593
O -3.495 2.479 2.155
C -3.662 3.151 0.880
O -5.603 1.434 3.258
C -5.766 1.980 4.563
H -5.933 -0.741 0.466
H -6.048 -0.889 2.263
H -4.740 -1.659 1.254
H -2.683 3.455 0.582
H -4.337 4.026 0.983
H -4.113 2.369 0.267
H -4.840 2.387 5.056
H -6.183 1.235 5.174
H -6.497 2.795 4.455
N 1.085 -3.029 5.258
C 0.891 -2.045 6.114
C 1.817 -1.491 6.942
C 3.105 -2.063 6.904
C 3.334 -3.074 6.054
C 2.296 -3.519 5.246
H -0.099 -1.543 6.081
H 1.602 -0.671 7.605
H 3.882 -1.596 7.556
H 4.364 -3.518 5.963
H 2.531 -4.342 4.538
N 3.249 -2.089 1.328
C 4.010 -1.177 1.942
C 5.249 -0.717 1.440
C 5.644 -1.248 0.223
C 4.839 -2.117 -0.474
C 3.699 -2.517 0.119
H 3.608 -0.787 2.832
H 5.813 0.015 1.924
H 6.613 -1.060 -0.132
H 5.081 -2.509 -1.436
H 3.052 -3.288 -0.362
N -1.662 -1.482 -4.027
C -1.857 -0.160 -4.245
C -2.480 0.619 -3.298
C -3.201 -0.031 -2.283
C -3.077 -1.368 -2.064
C -2.235 -2.036 -2.937
H -1.292 0.290 -5.091
H -2.511 1.671 -3.466
H -3.869 0.624 -1.737
H -3.659 -1.816 -1.275
H -2.092 -3.096 -2.821
N 1.985 1.738 6.445
C 1.791 1.717 5.138
C 0.552 1.669 4.560
C -0.571 1.580 5.396
C -0.304 1.564 6.787
C 0.985 1.568 7.270
H 2.630 1.888 4.575
H 0.473 1.714 3.485
H -1.613 1.613 5.098
H -1.140 1.458 7.438
H 1.360 1.502 8.290
N 0.256 6.104 -0.991
C 0.982 7.069 -1.551
C 2.244 7.480 -1.101
C 2.840 6.691 -0.118
C 2.229 5.551 0.374
C 0.908 5.360 -0.041
H 0.539 7.608 -2.401
H 2.688 8.380 -1.467
H 3.790 6.978 0.233
H 2.824 4.919 1.052
H 0.330 4.495 0.264

No. 3
# C43H80BF2N7O8

A cluster of 4 separate species, C43H80BF2N7O8 in total at a distorted geometry (ωB97M-V/def2-TZVPD, the OMol25 dataset).

Molecular weight: 871.96 g mol⁻¹
Kohn-Sham gap (alpha / beta): 5.8620 / 7.0085 eV
F_max: 0.0254 Eh/bohr
Net charge: +1
HOMO level (alpha / beta): -9.596 / -10.743 eV
2S+1: 4

Positions of all 141 atoms, in Å:
C 4.130 4.888 4.072
C 3.708 4.538 2.651
O 2.482 5.155 2.274
C 3.518 3.021 2.484
C 2.603 2.656 1.348
C 2.822 3.120 0.047
C 4.012 3.997 -0.249
O 3.867 5.152 -0.546
O 5.222 3.446 -0.117
C 5.426 2.052 -0.466
N 5.254 1.170 0.639
C 1.963 2.827 -1.006
C 2.135 3.394 -2.382
C 1.247 4.620 -2.631
O 1.124 5.041 -3.750
N 0.638 5.169 -1.473
C 0.891 6.609 -1.365
C -0.788 4.807 -1.362
C 0.883 1.996 -0.765
C -0.090 1.518 -1.798
C 0.485 0.362 -2.630
F -0.013 -0.834 -2.145
N 0.752 1.577 0.502
F -0.319 0.775 0.733
C 1.506 1.849 1.582
B 1.073 1.205 2.997
N 0.773 -0.183 3.153
O 1.046 2.085 4.029
H 3.835 5.913 4.296
H 3.675 4.230 4.812
H 5.213 4.831 4.183
H 4.510 4.867 1.985
H 2.666 6.044 1.958
H 4.491 2.558 2.296
H 3.143 2.613 3.416
H 6.457 2.036 -0.804
H 4.785 1.811 -1.316
H 4.402 0.630 0.607
H 6.042 0.560 0.783
H 3.156 3.739 -2.544
H 1.918 2.659 -3.156
H 0.563 6.933 -0.377
H 1.959 6.800 -1.442
H 0.344 7.188 -2.114
H -1.354 5.682 -1.054
H -1.207 4.441 -2.299
H -0.931 4.058 -0.577
H -0.349 2.347 -2.456
H -0.997 1.161 -1.324
H 1.574 0.315 -2.571
H 0.201 0.468 -3.676
H -0.173 -0.343 3.477
H 0.963 -0.762 2.346
H 0.748 1.676 4.850
C -6.749 4.403 -0.512
C -5.597 4.931 -1.394
C -6.131 5.834 -2.510
C -6.855 5.078 -3.621
C -5.979 3.957 -4.176
C -5.468 3.002 -3.094
N -4.818 3.804 -2.006
O -3.616 4.138 -2.299
C -6.614 2.135 -2.556
C -4.428 2.056 -3.678
C -4.658 5.728 -0.499
H -7.706 4.385 -1.030
H -6.540 3.400 -0.145
H -6.870 5.046 0.358
H -5.291 6.383 -2.947
H -6.792 6.576 -2.058
H -7.807 4.679 -3.262
H -7.104 5.773 -4.425
H -6.529 3.372 -4.916
H -5.121 4.397 -4.692
H -6.281 1.539 -1.705
H -6.935 1.451 -3.341
H -7.488 2.703 -2.253
H -3.621 2.593 -4.171
H -4.911 1.413 -4.413
H -3.997 1.423 -2.900
H -4.216 5.093 0.271
H -5.232 6.514 -0.009
H -3.856 6.196 -1.065
C 3.602 -6.025 2.299
C 3.659 -4.515 1.983
C 5.097 -3.992 2.066
C 5.634 -3.883 3.492
C 4.688 -3.068 4.372
C 3.252 -3.595 4.355
N 2.803 -3.727 2.928
O 2.408 -2.615 2.427
C 3.163 -4.926 5.113
C 2.315 -2.618 5.047
C 3.119 -4.321 0.572
H 4.437 -6.364 2.909
H 2.677 -6.288 2.809
H 3.632 -6.596 1.373
H 5.136 -3.003 1.598
H 5.731 -4.650 1.467
H 5.795 -4.875 3.920
H 6.614 -3.403 3.471
H 5.039 -3.058 5.406
H 4.687 -2.028 4.027
H 2.172 -5.368 5.002
H 3.330 -4.736 6.173
H 3.900 -5.660 4.802
H 2.389 -1.626 4.610
H 2.560 -2.550 6.108
H 1.279 -2.949 4.958
H 2.075 -4.631 0.507
H 3.706 -4.936 -0.109
H 3.191 -3.286 0.246
C -1.367 -3.875 -0.178
C -2.112 -4.348 -1.447
C -3.480 -4.933 -1.086
C -3.404 -6.305 -0.419
C -2.575 -7.274 -1.262
C -1.182 -6.740 -1.598
N -1.316 -5.372 -2.194
O -1.608 -5.407 -3.440
C -0.295 -6.730 -0.345
C -0.503 -7.640 -2.620
C -2.287 -3.136 -2.351
H -1.696 -4.387 0.725
H -0.291 -4.012 -0.277
H -1.544 -2.810 -0.025
H -4.074 -5.019 -2.001
H -3.998 -4.220 -0.439
H -2.989 -6.224 0.589
H -4.413 -6.702 -0.299
H -2.463 -8.230 -0.745
H -3.108 -7.479 -2.195
H 0.658 -6.240 -0.552
H -0.087 -7.759 -0.054
H -0.750 -6.243 0.513
H -1.113 -7.779 -3.508
H -0.328 -8.616 -2.166
H 0.458 -7.226 -2.928
H -1.320 -2.749 -2.668
H -2.808 -2.356 -1.794
H -2.869 -3.366 -3.239